No. 1
C14H12BCrN4O14 | wB97M-V/def2-TZVPD

```
46
Properties=species:S:1:pos:R:3:mulliken_spin:R:1
Cr 0.0869 2.1212 1.3866 2.935
O -2.1229 0.0204 4.2109 0.002
O -0.9258 -2.9529 -4.3569 0.000
O 0.5342 3.4789 3.0324 0.264
O 1.2359 3.8162 0.2860 0.028
O 2.6900 0.5765 3.5826 0.074
O 3.1059 -0.4930 1.8663 0.027
O 1.9565 1.3178 1.8038 0.055
O 0.7720 2.2174 -0.6602 -0.039
O -0.0406 0.6038 4.6815 0.057
O 1.7029 3.5652 4.7006 0.431
O 0.4033 5.1473 4.2683 0.095
O -0.6935 0.8801 2.8761 0.036
O 0.1287 -0.3173 0.3518 0.019
O 1.3055 3.9620 -1.8746 0.002
N 0.8440 4.1056 4.0400 -0.007
N 2.5889 0.4567 2.4051 0.001
N 1.1381 3.3749 -0.8230 -0.015
N -1.0285 0.4499 3.9842 0.008
C -2.6662 -3.3400 -2.2652 0.000
C 0.9930 -1.2154 -1.7156 -0.002
C -3.6401 -3.3637 -1.3058 0.000
C -0.5446 -2.5702 -3.2758 0.001
C -1.5375 -2.5602 -2.1093 0.001
C -3.5189 -2.5745 -0.1473 0.000
C 3.3443 -0.9456 -2.3853 -0.001
C 3.1123 -1.7239 -3.4661 0.000
C 0.7612 -1.9508 -2.9461 0.000
C -2.4159 -1.7606 0.0293 0.001
C 2.3069 -0.7430 -1.4873 0.005
C 1.8587 -2.1753 -3.7505 0.000
C -0.0550 -1.0807 -0.6095 0.003
C -1.3456 -1.9079 -0.8260 -0.005
B -1.8447 2.6588 0.8950 0.030
H -2.8519 -3.9189 -3.1579 0.000
H -1.0474 3.3635 0.7164 -0.037
H 4.3456 -0.6746 -2.0845 0.000
H -4.4756 -4.0375 -1.4254 0.000
H -1.6067 1.6441 0.6159 0.005
H -4.2941 -2.6872 0.5962 0.000
H -2.7919 2.9607 0.4754 -0.006
H -1.8277 2.6479 1.9738 0.033
H -2.2668 -1.2961 0.9928 -0.001
H 1.7462 -2.7603 -4.6514 0.000
H 4.0501 -1.9814 -3.9358 0.000
H 2.5308 -0.3380 -0.5115 -0.002
```

Values from the calculation:
HOMO (alpha / beta), eV: -6.51 / -6.03
HOMO-LUMO gap (alpha / beta), Ha: 0.250 / 0.142
Charge: -1
LUMO energy (alpha / beta), eV: 0.3021 / -2.1684
Multiplicity: 5


No. 2
C15H4F20O3 | wB97M-V/def2-TZVPD

```
42
Properties=species:S:1:pos:R:3:mulliken_charge:R:1
F -4.5822 1.6253 -1.2349 -0.270
F -3.3053 2.3414 1.9603 -0.265
F -4.8019 0.2257 2.6908 -0.278
F 5.0965 -0.2713 0.0119 -0.293
F 2.6705 -0.3031 -1.6178 -0.343
F 3.4844 1.7476 1.7964 -0.224
F 5.6023 1.7345 1.3843 -0.268
F -3.1910 -0.6711 -1.1982 -0.265
F -1.0824 -1.4531 -2.7305 -0.367
F -3.1227 -0.3974 1.4831 -0.195
F 4.3171 3.0352 0.2487 -0.250
F -2.6201 0.5636 -2.8675 -0.319
F -1.4578 1.3338 0.3008 -0.291
F -1.6453 2.4218 -1.5405 -0.332
F 1.8634 1.0561 -0.1369 -0.303
F 0.0112 0.3209 -2.1866 -0.302
F 4.5283 1.2324 -1.4250 -0.292
F -3.5883 3.3760 -0.4749 -0.319
F -5.3204 2.2932 1.1867 -0.298
F -5.1424 -0.3379 0.6351 -0.236
O 3.3830 -0.6988 2.7400 -0.492
O 3.1810 -2.8473 1.9621 -0.334
O 2.1245 -4.4632 0.7376 -0.525
C 1.7620 -2.1467 0.2023 0.130
C -0.4843 -1.3027 -0.5034 -1.018
C -4.2825 0.2551 1.4538 0.604
C -0.9042 -0.5451 -1.7367 0.650
C -2.2333 1.4879 -0.7839 0.635
C 4.3851 1.8440 0.8289 0.787
C 2.2711 -3.2921 1.0373 -0.226
C 0.6588 -2.3172 -0.7788 -0.926
C 4.2208 0.7032 -0.2395 0.457
C -2.2598 0.1922 -1.6320 0.550
C 2.7801 0.1135 -0.3311 1.540
C 3.2020 -1.4542 1.8043 0.261
C -4.0969 1.7464 1.0728 0.690
C 2.5987 -1.1422 0.4784 0.131
C -3.6431 2.0392 -0.3826 0.500
H -0.2123 -0.6237 0.2953 0.546
H 0.9799 -2.3163 -1.8098 0.545
H -1.3721 -1.8254 -0.1690 0.686
H 0.2279 -3.2805 -0.5313 0.519
```

Values from the calculation:
SMILES string: O=C1OC(=O)C(C(F)(F)C(F)(F)C(F)(F)F)=C1CCC(F)(F)C(F)(F)C(F)(F)C(F)(F)C(F)(F)C(F)(F)F
HOMO, eV: -11.56
HOMO-LUMO gap, Ha: 0.366
Charge: 0
LUMO energy, eV: -1.5932


No. 3
C26H28BrN3O8S2Ti | wB97M-V/def2-TZVPD

```
69
Properties=species:S:1:pos:R:3:mulliken_spin:R:1
Br -3.7566 5.3453 -2.2363 0.001
Ti 0.3415 0.1264 -0.9644 0.886
S 0.9639 -1.9136 -2.9635 0.142
S -2.7875 -1.5656 -1.0827 0.050
O 1.5550 2.5865 0.9309 0.026
O -2.7642 -1.9641 0.2951 0.018
O -3.6287 -0.4596 -1.4426 0.001
O 1.9833 -0.5533 -0.1542 -0.052
O 1.3414 1.2498 -2.0916 -0.025
O -0.5233 -0.1980 0.9418 -0.010
O 3.4653 0.8177 -2.8921 0.004
O 3.3290 -0.7983 1.6161 0.002
N -1.1830 -1.1441 -1.6004 0.118
N 0.0189 -0.3684 3.1684 0.001
N -0.2398 -2.3239 1.8907 -0.001
C -2.3554 2.9106 -2.7240 -0.006
C -3.6806 -4.9574 -3.1347 0.228
C -2.2095 3.7433 -0.4810 -0.009
C 3.4863 1.3281 0.4693 0.002
C 3.1750 2.1234 -0.8260 0.001
C 2.8436 2.3296 1.5314 0.000
C -0.5907 0.9435 3.2982 -0.005
C -1.4393 -4.1290 -3.7160 0.085
C -1.3804 2.6452 -0.1314 0.089
C 2.7258 1.2901 -2.0476 0.007
C -1.0127 1.7241 -1.0879 -0.109
C -0.9532 -3.1188 2.8862 0.003
C -1.6094 -3.0433 -2.8084 0.095
C -0.2153 -0.9604 1.9335 0.008
C 2.1562 3.2078 -0.3197 0.018
C -2.6869 3.9023 -1.7649 0.017
C 0.3854 -3.1184 0.8316 0.010
C -0.6227 -2.0250 -2.4425 0.243
C -2.8317 -2.9573 -2.1686 0.179
C 2.8980 -0.1357 0.6958 -0.012
C -2.4674 -5.1029 -3.8306 -0.036
C -3.8870 -3.8761 -2.2758 -0.114
C -1.5291 1.8577 -2.3905 0.093
C 2.9345 4.3823 0.3069 0.000
C 0.8820 -0.8500 4.3024 -0.001
C 3.5794 3.6909 1.5221 0.003
H -1.2660 1.1160 -3.1438 0.000
H -0.5303 -4.1955 -4.2848 0.033
H 4.5655 1.2407 0.6671 -0.002
H -1.6287 0.9718 2.9348 0.001
H 4.6669 3.5555 1.4022 0.000
H -1.9260 -3.4130 2.4643 0.000
H -2.7872 3.0088 -3.7071 -0.001
H 1.1280 -2.5625 0.2524 0.004
H 1.9394 -0.6397 4.0952 0.000
H 3.3942 4.2318 2.4702 0.000
H -0.0224 1.7171 2.7583 0.003
H 3.6955 4.7871 -0.3786 -0.001
H -2.3203 -5.9375 -4.4951 0.001
H -0.3752 -4.0525 3.0231 0.000
H -4.4618 -5.7245 -3.1878 0.032
H -4.7761 -3.7433 -1.6615 -0.008
H 2.7474 1.8720 2.5063 -0.001
H -2.4895 4.4436 0.2959 -0.001
H -1.0866 2.5365 0.9092 -0.002
H 4.1476 2.5768 -1.0576 -0.001
H 2.2323 5.1733 0.6328 0.000
H -0.3810 -3.5486 0.1535 -0.005
H -1.0857 -2.6071 3.8476 0.000
H 0.8167 -3.9972 1.3500 0.000
H 0.7752 -1.9124 4.6055 0.000
H 1.3564 3.4711 -1.0126 -0.005
H 0.5286 -0.2180 5.1383 0.000
H -0.5668 1.2086 4.3792 0.000
```

Values from the calculation:
HOMO (alpha / beta), eV: 0.99 / -1.90
HOMO-LUMO gap (alpha / beta), Ha: 0.118 / 0.224
Charge: -2
LUMO energy (alpha / beta), eV: 4.1878 / 4.1866
Multiplicity: 3


No. 4
C4H6OZn | wB97M-V/def2-TZVPD

```
12
Properties=species:S:1:pos:R:3:mulliken_spin:R:1
Zn 1.5072 -0.2284 -5.0199 0.968
O 1.0648 -0.1004 -3.2705 -0.036
C 1.4651 -0.5926 -2.2147 0.053
C 1.2274 0.0321 -0.9038 0.004
C 1.2259 -2.3085 -0.1431 -0.001
C 1.1091 -0.9259 0.1662 0.000
H 1.4199 -2.0449 -1.6589 0.003
H 0.4594 0.8112 -0.9388 -0.001
H 0.2683 -2.8018 -0.3508 0.000
H 1.8102 -2.8750 0.5904 0.000
H 2.5415 -0.0308 -1.4939 0.011
H 1.5254 -0.6030 1.1241 0.000
```

Values from the calculation:
HOMO (alpha / beta), eV: -12.73 / -13.30
HOMO-LUMO gap (alpha / beta), Ha: 0.273 / 0.278
Charge: +1
LUMO energy (alpha / beta), eV: -5.3027 / -5.7414
Multiplicity: 2


No. 5
C21H18BrF3N4O2 | wB97M-V/def2-TZVPD

```
49
Properties=species:S:1:pos:R:3:mulliken_charge:R:1
Br 0.5494 4.9381 -0.4059 -0.137
F 0.1636 -2.5449 3.3834 -0.218
F 0.7637 -1.3707 5.1556 -0.260
F -1.2990 -1.9511 4.8328 -0.256
O -1.3198 0.2985 3.1725 -0.590
O 0.6849 1.9948 -0.4138 -0.049
N -2.2688 -0.7842 -0.2608 -0.468
N 5.7530 4.2687 -4.2310 -0.507
N -0.5543 -2.4270 -0.1015 -0.637
N 0.9055 0.3155 2.9049 0.064
C -1.3216 0.1569 -0.0371 -0.032
C 2.4436 1.5744 -2.0233 -0.212
C 0.8801 1.3693 1.9450 0.169
C -0.1604 -1.5681 4.2218 0.790
C -1.8562 -2.0615 -0.2676 0.198
C -2.8676 -3.1510 -0.4024 -0.221
C 1.0117 0.9318 0.4756 -1.008
C -0.2606 -0.2334 3.4128 0.263
C 4.8025 3.9179 -3.6488 -0.019
C 1.6538 2.4395 -1.2868 0.419
C 2.3684 2.8008 3.6844 -0.434
C -0.0041 -0.1451 0.1787 -0.059
C 3.3812 2.0656 2.8451 -0.799
C 3.4027 2.0887 -2.8838 -0.795
C 2.0128 2.4082 2.2642 -0.588
C 1.7876 3.8253 -1.4244 -0.128
C 0.3357 -1.4677 0.0933 -0.046
C -4.2769 -2.9613 0.1674 -0.606
C -4.0694 -2.9694 -1.3252 -0.651
C 2.8339 4.3419 -2.2083 -0.396
C 3.6607 3.4718 -2.9098 0.438
H -0.0666 1.8918 2.0145 0.433
H -1.6252 1.2031 0.0477 0.559
H -4.4615 -3.8333 -1.8590 0.287
H 2.0198 0.5427 0.3394 0.582
H 1.9188 2.1942 4.4842 0.224
H -4.7936 -3.7921 0.6623 0.269
H 4.0094 1.3977 -3.4616 0.433
H 1.7776 -0.0792 3.2020 0.281
H 4.2088 2.6299 2.4468 0.303
H 2.5966 3.8858 3.8998 0.267
H 3.6822 1.0676 3.1352 0.232
H -2.4541 -4.1394 -0.3243 0.528
H -4.4781 -1.9969 0.6302 0.268
H 2.0122 3.1955 1.5063 0.353
H -4.1765 -2.0335 -1.8570 0.266
H 2.2945 0.5179 -1.9598 0.521
H 1.3539 -1.7261 0.2912 0.537
H 2.9753 5.4318 -2.1750 0.433
```

Values from the calculation:
SMILES string: N#Cc1ccc(O[C@H](c2cnc(C3CC3)nc2)[C@@H](NC(=O)C(F)(F)F)C2CC2)c(Br)c1
HOMO, eV: -9.57
HOMO-LUMO gap, Ha: 0.353
Charge: 0
LUMO energy, eV: 0.0219